w) 42
Properties=species:S:1:pos:R:3:nbo_charge:R:1 method="wB97M-V/def2-TZVPD" total_charge=0 homo_energy_ev=-8.434 smiles="Cc1cc(C)c(C)c(/N=N/c2nc3ccccc3n2C)c1C" molar_mass_g_mol=292.4 e_lumo_ev=-0.6486
C 3.02978 2.41026 3.16241 -0.630
C 2.52927 2.20846 1.74895 -0.002
C 2.79890 3.22803 0.84830 -0.195
C 2.43384 3.18569 -0.50447 0.002
C 2.77402 4.42253 -1.32612 -0.631
C 1.74576 2.05604 -0.97523 -0.043
C 1.39843 1.96009 -2.46909 -0.645
C 1.37306 1.04270 -0.05446 0.165
N 0.69083 -0.09225 -0.57111 -0.098
N -0.47990 -0.25826 -0.11927 -0.204
C -1.18298 -1.37814 -0.50490 0.447
N -0.91671 -2.24022 -1.46019 -0.415
C -1.95988 -3.14626 -1.47613 0.060
C -2.11434 -4.32163 -2.17099 -0.181
C -3.28532 -5.10242 -2.00694 -0.234
C -4.26602 -4.75277 -1.10395 -0.206
C -4.04370 -3.61592 -0.30368 -0.272
C -2.91926 -2.81122 -0.51689 0.183
N -2.41640 -1.69386 0.07341 -0.354
C -2.99592 -1.04196 1.25114 -0.411
C 1.78117 1.09833 1.29477 -0.046
C 1.30664 0.06570 2.27490 -0.644
H 2.23319 2.10777 3.83948 0.214
H 3.87827 1.80071 3.36517 0.219
H 3.28768 3.44840 3.38178 0.218
H 3.31134 4.10835 1.21686 0.197
H 3.60261 4.99368 -0.87978 0.218
H 1.91316 5.05189 -1.41249 0.219
H 3.05313 4.08835 -2.31819 0.216
H 0.71050 2.79894 -2.76167 0.219
H 2.30656 2.01184 -3.06410 0.219
H 0.94121 0.97762 -2.71295 0.238
H -1.39167 -4.62944 -2.92919 0.224
H -3.44579 -5.93970 -2.68599 0.214
H -5.11554 -5.41387 -0.95579 0.220
H -4.76473 -3.35431 0.46898 0.210
H -2.32558 -1.27639 2.10385 0.208
H -3.97255 -1.44222 1.51120 0.216
H -3.07421 0.04683 1.11785 0.224
H 2.07838 -0.11754 3.06744 0.216
H 0.37206 0.42634 2.72383 0.223
H 1.12069 -0.91015 1.83325 0.223

---

x) 42
Properties=species:S:1:pos:R:3:nbo_charge:R:1 method="wB97M-V/def2-TZVPD" total_charge=0 homo_energy_ev=-8.042 molar_mass_g_mol=292.4 e_lumo_ev=-0.6313
C -2.08136 -0.80505 1.14606 -0.019
C -2.39837 -1.38845 -0.02553 -0.297
C -3.50163 -0.90753 -0.73447 0.290
N -4.42778 -0.49048 -1.29915 -0.275
C -1.69361 -2.49638 -0.50463 0.286
N -1.08554 -3.42270 -0.85647 -0.284
C -0.96374 -1.20628 2.00448 -0.031
C 0.32259 -1.36483 1.48838 -0.204
C 1.36229 -1.73406 2.30880 -0.195
C 1.13861 -1.96615 3.65272 -0.192
C -0.12789 -1.81893 4.17760 -0.209
C -1.16952 -1.43603 3.36538 -0.203
H -2.71052 0.00104 1.48841 0.229
H 0.49108 -1.18242 0.43807 0.229
H 2.35345 -1.84874 1.90146 0.218
H 1.95214 -2.26954 4.29103 0.217
H -0.30871 -2.01493 5.22209 0.219
H -2.16179 -1.32673 3.76729 0.214
C -1.99824 2.53007 -1.88858 -0.614
C -0.55987 2.98362 -2.16968 0.149
C -0.53904 3.96000 -3.34826 -0.614
C 0.05354 3.62470 -0.92313 -0.613
N 0.26376 1.77964 -2.52942 -0.416
C -0.13400 0.50437 -2.57676 0.088
N 0.89124 -0.26666 -2.95613 -0.404
C 0.87179 -1.70071 -3.24143 -0.392
C 2.01326 0.56073 -3.16295 -0.095
C 1.62773 1.82941 -2.89796 -0.107
H -2.02079 1.80717 -1.07299 0.220
H -2.63907 3.37060 -1.61954 0.209
H -2.42397 2.04238 -2.76625 0.236
H 0.47618 4.29774 -3.55264 0.205
H -0.92003 3.47953 -4.24920 0.222
H -1.15080 4.83853 -3.14367 0.217
H 1.06845 3.96576 -1.12637 0.206
H -0.52984 4.48362 -0.59322 0.216
H 0.09739 2.90555 -0.10514 0.217
H -0.13482 -2.09035 -3.09497 0.240
H 1.17606 -1.87208 -4.27341 0.200
H 1.55692 -2.22374 -2.57630 0.201
H 2.98306 0.21736 -3.48131 0.217
H 2.22818 2.72039 -2.95041 0.220

---

Winner for stability: w)

---

w) 16
Properties=species:S:1:pos:R:3:nbo_charge:R:1 method="wB97M-V/def2-TZVPD" total_charge=0 homo_energy_ev=-8.544 smiles=CCNC.O molar_mass_g_mol=77.1 e_lumo_ev=0.7148
C -1.94846 -0.11720 -1.32308 -0.636
C -0.54116 -0.39278 -0.63891 -0.206
N 0.23629 0.79824 -0.31439 -0.669
C 1.81178 0.62920 -0.29144 -0.421
H -2.53268 -1.02707 -1.62271 0.210
H -1.63705 0.23990 -2.26048 0.204
H -2.54940 0.70740 -1.01673 0.213
H 0.15137 -0.94944 -1.34622 0.191
H -0.89243 -1.02419 0.20361 0.165
H -0.01560 1.39044 0.50053 0.357
H 2.18363 0.34682 0.67978 0.197
H 1.85859 -0.37723 -0.90781 0.186
H 2.33319 1.36974 -0.91653 0.208
O 0.85693 -0.79583 2.98407 -0.918
H 0.02695 -0.88621 3.54399 0.463
H 0.65806 0.08822 2.72632 0.456

---

x) 16
Properties=species:S:1:pos:R:3:nbo_charge:R:1 method="wB97M-V/def2-TZVPD" total_charge=0 homo_energy_ev=-8.961 smiles=CN(C)C.O molar_mass_g_mol=77.1 e_lumo_ev=1.0305
C 1.50001 1.30626 0.22191 -0.455
N 0.09394 1.08018 0.66814 -0.432
C -0.22436 2.23949 1.57725 -0.422
C -0.85187 1.15157 -0.46035 -0.438
H 2.19840 1.70530 0.99750 0.208
H 1.69836 2.25418 -0.30277 0.179
H 1.99441 0.41329 -0.22243 0.212
H -1.31055 2.29995 1.84598 0.208
H 0.47366 2.21618 2.41738 0.203
H -0.03306 3.23497 0.97943 0.153
H -0.26286 0.74123 -1.29436 0.199
H -1.24372 2.13590 -0.82888 0.183
H -1.73613 0.40781 -0.42341 0.203
O -0.84564 -7.28823 -2.07536 -0.920
H -0.31363 -6.50556 -1.91856 0.460
H -1.13697 -7.39253 -1.18148 0.460

---

Winner for stability: x)

---

w) 16
Properties=species:S:1:pos:R:3:nbo_charge:R:1 method="wB97M-V/def2-TZVPD" total_charge=0 homo_energy_ev=-8.765 smiles=CCCN.O molar_mass_g_mol=77.1 e_lumo_ev=0.9267
C -1.30918 -1.36411 -1.51602 -0.611
C -1.94159 0.03886 -1.63233 -0.409
C -1.02410 1.16878 -1.15565 -0.218
N 0.13712 0.81263 -0.30263 -0.860
H -1.93674 -2.17527 -1.88703 0.216
H -1.02037 -1.50685 -0.48106 0.191
H -0.45353 -1.45872 -2.19142 0.208
H -2.22156 0.17582 -2.67622 0.203
H -2.92161 0.07097 -1.14588 0.197
H -1.60887 1.93378 -0.64204 0.178
H -0.59681 1.63658 -2.03583 0.174
H 0.20145 1.50633 0.42795 0.368
H 0.14336 -0.15931 -0.02351 0.362
O 3.44598 -0.37501 3.83596 -0.919
H 3.29382 -1.28260 3.55761 0.460
H 4.27682 -0.55676 4.26018 0.459

---

x) 16
Properties=species:S:1:pos:R:3:nbo_charge:R:1 method="wB97M-V/def2-TZVPD" total_charge=0 homo_energy_ev=-9.340 smiles=CCCN.O molar_mass_g_mol=77.1 e_lumo_ev=0.6757
C 0.34437 1.07420 -1.27282 -0.626
C -0.53024 0.19003 -0.48565 -0.412
C 0.02458 -1.27084 -0.69714 -0.216
N 1.37805 -1.56412 0.02008 -0.844
H -0.11027 2.01632 -1.35849 0.215
H 0.64698 0.66890 -2.20796 0.201
H 1.31502 1.18236 -0.95373 0.205
H -0.53982 0.54703 0.65424 0.189
H -1.61977 0.25734 -0.76535 0.207
H 0.06504 -1.36491 -1.77445 0.184
H -0.58128 -2.02302 -0.29351 0.186
H 1.06466 -1.52656 0.93100 0.345
H 2.14690 -0.96140 -0.24492 0.360
O -1.16034 1.36992 2.91221 -0.913
H -1.93134 0.72509 2.73201 0.461
H -0.51253 0.67966 2.80447 0.457

---

Winner for stability: w)

---

w) 14
Properties=species:S:1:pos:R:3:mulliken_spin:R:1 method="wB97M-V/def2-TZVPD" total_charge=+1 homo_energy_ev="-14.978 / -13.930" molar_mass_g_mol=79.1 e_lumo_ev="-9.6253 / -10.0823" spin_multiplicity=2 s2=0.8110
C 2.22299 1.74798 0.44066 -0.003
O 2.26625 0.48187 0.01488 0.907
C -0.11261 -1.33470 -0.33926 0.008
N -1.42828 -1.64041 -0.40261 -0.079
H 2.11835 1.85824 1.52220 0.048
H 3.04015 2.40942 0.09203 0.017
H 1.33038 2.24666 0.02954 0.105
H 0.04520 -0.59922 0.45391 0.004
H 0.28181 -0.93096 -1.29017 0.002
H -1.69030 -1.82624 -1.38900 0.002
H 0.54720 -2.20670 -0.11964 0.000
H -3.60978 0.02104 0.64963 0.001
H -2.28973 -0.51676 -0.02764 0.004
O -2.72164 0.28978 0.36549 -0.016

---

x) 14
Properties=species:S:1:pos:R:3:mulliken_spin:R:1 method="wB97M-V/def2-TZVPD" total_charge=+1 homo_energy_ev="-15.780 / -15.212" molar_mass_g_mol=79.1 e_lumo_ev="-3.5611 / -9.8744" spin_multiplicity=2 s2=0.7567
C -0.96514 -0.07578 -1.32767 0.026
O 0.16991 0.28996 -2.18306 0.213
C -0.74358 0.18460 0.17189 0.007
N 0.15424 1.28118 0.51130 0.499
H -1.36583 -1.15739 -1.37145 0.043
H -1.73439 0.57731 -1.82148 0.060
H 0.73977 0.52040 -1.41915 -0.008
H -0.27455 -0.80203 0.58169 0.051
H -1.84779 0.28778 0.49577 0.112
H -0.13064 2.20429 0.24616 0.004
H 0.18395 1.33033 1.57937 -0.007
H 2.35016 -1.64232 2.16338 0.001
H 1.86857 -1.53569 0.73996 -0.001
O 1.59531 -1.46262 1.63331 0.001

---

Winner for stability: x)